Entry from the OMol25 dataset: a 2-piece molecular cluster, C43H50N5O3 overall (ωB97M-V/def2-TZVPD).

```
101
Properties=species:S:1:pos:R:3:forces:R:3
C 1.5229 5.7960 4.2420 0.17 0.41 0.05
C 0.5701 4.9111 3.5016 -0.22 -0.05 0.14
C -0.4339 4.2342 4.1964 -0.03 -0.03 -0.31
C -1.2045 3.2589 3.5697 0.20 0.08 -0.29
C -2.3222 2.6054 4.3306 -0.22 -0.14 0.44
C -0.9009 2.9279 2.2339 0.51 0.33 0.14
N -1.3883 1.7012 1.7064 -0.37 0.34 -0.68
C -2.0133 1.5431 0.5401 -0.19 -2.66 0.47
N -2.3524 0.2581 0.3353 0.99 1.88 0.28
C -2.9056 -0.3204 -0.8341 -0.38 -0.42 -1.27
C -2.2299 -0.1492 -2.1028 0.37 0.48 -0.06
C -1.0845 0.6169 -2.3059 -0.31 0.45 0.14
C -2.8360 -0.7718 -3.2446 -0.90 -0.36 0.11
C -3.9778 -1.5491 -3.1333 0.56 0.64 0.11
C -4.6036 -2.2131 -4.3264 -0.02 -0.07 -0.17
C -4.5791 -1.6986 -1.8753 -0.36 -0.14 0.65
C -4.0595 -1.0963 -0.7251 -0.15 0.04 -0.65
C -4.7816 -1.2784 0.5818 -0.28 -0.14 0.07
C -1.6993 -0.5939 1.3566 -0.27 -0.54 -0.63
C -1.0973 0.3889 2.3219 0.55 0.42 0.82
C -0.0145 3.7089 1.4673 -0.09 0.09 0.63
C 0.2408 3.4948 0.0107 0.49 0.11 -0.42
C 0.6873 4.7228 2.1235 -0.10 -0.08 0.33
H 2.1986 6.2789 3.5311 0.01 0.02 0.24
H 1.0013 6.5756 4.8116 0.09 -0.14 -0.11
H 2.1246 5.2193 4.9607 -0.18 0.13 -0.27
H -0.6163 4.4525 5.2517 0.10 -0.05 -0.29
H -3.1477 2.2806 3.6826 0.26 0.00 0.12
H -1.9759 1.7453 4.9221 -0.11 0.12 -0.22
H -2.7305 3.3151 5.0655 0.10 -0.18 -0.28
H -0.7965 0.8147 -3.3400 0.31 -0.20 0.45
H -2.2287 2.3781 -0.1316 0.35 -1.21 0.40
H -0.4227 0.9076 -1.4948 -0.06 0.07 -0.15
H -2.3694 -0.6250 -4.2228 -0.03 -0.13 0.34
H -5.0216 -3.1865 -4.0483 0.12 0.12 -0.10
H -5.4307 -1.6208 -4.7390 0.13 -0.02 0.11
H -3.8668 -2.3516 -5.1218 -0.12 -0.05 0.06
H -5.4839 -2.3010 -1.7898 0.18 0.09 0.03
H -5.8487 -1.4424 0.3867 0.23 0.06 0.10
H -4.4266 -2.1683 1.1199 -0.02 0.20 -0.04
H -4.6894 -0.4061 1.2406 0.01 -0.13 -0.06
H -2.4490 -1.2502 1.8081 0.24 0.09 -0.11
H -0.9288 -1.1961 0.8511 -0.38 0.09 0.12
H -0.0068 0.2504 2.4048 -0.39 0.24 0.10
H -1.5428 0.3447 3.3209 0.15 -0.03 -0.22
H 1.0930 4.1231 -0.2813 -0.27 -0.18 -0.05
H 0.5097 2.4660 -0.2534 -0.20 0.12 0.11
H -0.6122 3.7929 -0.6113 0.38 -0.20 0.09
H 1.4007 5.3347 1.5683 -0.11 -0.25 0.10
C -6.4720 9.4167 0.4352 -0.39 -0.10 -0.07
N -5.2388 8.6816 0.5994 0.86 0.21 -0.01
C -4.0455 9.3507 0.5644 -0.32 1.49 0.51
O -3.9161 10.5717 0.6155 -0.06 -2.07 -0.29
C -2.9477 8.2871 0.4863 0.65 1.03 0.01
C -1.7259 8.5270 1.3681 0.23 -0.24 0.30
C -1.0834 9.8911 1.2094 0.27 0.28 -0.14
C -0.5416 10.5065 2.3401 -0.20 0.14 -0.18
C -0.0062 11.7955 2.2635 -0.01 -0.09 -0.30
C 0.0259 12.4621 1.0300 -0.18 -0.31 0.05
C -0.4505 11.8186 -0.1218 -0.05 -0.25 0.21
C -0.9966 10.5333 -0.0309 0.21 0.13 0.35
N -3.6851 7.0658 0.8157 1.51 -3.46 -0.54
C -3.0373 5.8751 0.8404 -0.10 3.52 0.14
C -3.5924 4.6163 0.6042 -0.15 -3.44 -0.55
C -3.1705 3.8139 -0.4805 -2.16 4.19 0.10
C -4.1598 3.0833 -1.2996 0.11 -1.48 0.13
C -5.3745 2.6792 -0.7385 -0.50 0.24 -0.48
C -6.4074 2.2487 -1.5897 2.04 0.36 -0.54
N -7.7373 2.4892 -1.1404 -3.13 0.05 1.40
O -8.7048 2.2299 -1.8825 2.14 0.42 1.30
O -7.8639 3.0091 0.0027 0.12 -0.98 -2.18
C -6.1318 1.8716 -2.9182 -0.15 0.20 0.62
C -4.8600 2.1138 -3.4349 0.12 -0.17 0.15
C -3.9115 2.7945 -2.6652 0.36 0.09 0.29
C -5.1152 7.2303 0.5033 -1.47 0.02 -0.07
C -6.0511 6.5281 1.5019 0.34 0.11 0.17
C -5.4558 6.7334 -0.9085 0.30 -0.05 -0.08
H -6.2903 10.4420 0.7693 -0.07 -0.26 -0.04
H -6.7944 9.4395 -0.6172 0.06 -0.01 0.28
H -7.2476 8.9503 1.0466 -0.01 0.28 -0.11
H -2.6200 8.2366 -0.5739 -0.27 -0.09 0.44
H -2.0069 8.3750 2.4220 -0.01 0.11 -0.27
H -0.9782 7.7511 1.1403 -0.09 0.13 0.03
H -0.5798 9.9639 3.2871 0.03 0.30 -0.14
H 0.3749 12.2743 3.1692 -0.11 -0.13 -0.37
H 0.4052 13.4839 0.9671 -0.06 -0.36 0.02
H -0.4175 12.3141 -1.0952 0.03 -0.11 0.38
H -1.3716 10.0244 -0.9197 0.07 0.32 0.10
H -1.9637 5.9505 1.0210 0.07 0.17 -0.54
H -4.3445 4.2212 1.2896 -0.44 0.49 -0.61
H -2.3751 4.2741 -1.0762 0.08 -0.43 0.10
H -5.5888 2.7896 0.3235 -0.06 0.20 -0.39
H -6.9342 1.4189 -3.4938 0.18 0.20 -0.07
H -4.5945 1.7778 -4.4420 -0.20 0.26 0.40
H -2.9500 3.0802 -3.1079 -0.39 -0.20 0.21
H -5.7092 6.6879 2.5331 -0.14 -0.04 -0.22
H -7.0575 6.9548 1.3933 0.33 -0.27 0.04
H -6.1120 5.4555 1.2820 -0.09 0.30 0.11
H -4.7795 7.1836 -1.6486 -0.23 -0.13 0.09
H -5.3748 5.6391 -0.9451 -0.10 0.30 -0.16
H -6.4913 7.0184 -1.1394 0.32 -0.10 0.04
```
Forces are in eV/Å.

Calculated values
* frontier orbital gap: 0.0898 Ha
* relative energy (zero: lowest compared OMol25 entry of this formula, charge and spin): 64.82 kcal per mole
* net charge: +1
* electronic energy: -58982.7196 eV
* maximum force: 4.7 eV Å⁻¹